Record 1
Entry from the OMol25 dataset: a single C7H14O molecule in a non-equilibrium geometry (ωB97M-V with the def2-TZVPD basis set).

Last column: Mulliken charge in e.
Positions of all 22 atoms, in Å:
C: 0.4910 -1.1964 1.9946  -1.19
C: 0.3889 1.8008 -0.5577  -0.23
H: 0.4352 -1.9609 2.7797  0.42
H: 1.5484 -0.9382 1.8802  0.27
H: 0.2507 3.9074 -1.0671  0.37
H: -1.2484 0.5718 0.3364  0.40
H: -0.6997 2.8510 -2.1031  0.33
C: -0.0847 -1.6832 0.6981  0.56
C: -0.5922 0.4683 -0.5314  -1.05
C: 0.1835 -0.7959 -0.6701  0.10
C: -0.3775 3.0099 -1.0674  -1.25
H: -0.2372 -1.3739 -1.5003  0.42
O: 1.5666 -0.7149 -0.8683  -0.58
H: -1.2440 0.5652 -1.4047  0.43
H: 1.2796 1.6743 -1.1800  0.33
H: -0.0391 -0.3109 2.3575  0.22
C: -0.7967 -2.8167 0.6257  -1.00
H: -1.2609 3.2114 -0.4542  0.31
H: -0.9348 -3.4717 1.4839  0.28
H: 1.9109 -1.6207 -0.9203  0.34
H: 0.7329 1.9583 0.4678  0.24
H: -1.2725 -3.1353 -0.2993  0.28

SMILES = C=C(C)[C@H](O)CCC
Orbital gap = 10.267 eV
Spin multiplicity = 1
E = -9532.279 eV
Energy above the lowest of the compared OMol25 structures with the same formula, charge and spin = 1.488 eV


Record 2
Entry from the OMol25 dataset: a single C10H11NO2S molecule in a non-equilibrium geometry (ωB97M-V with the def2-TZVPD basis set).

Last column: Mulliken charge in e.
Positions of all 25 atoms, in Å:
H: 2.0220 -1.1217 2.4765  0.31
H: -1.0466 -4.4502 -1.7188  0.39
H: -2.4515 -4.6239 -0.7084  0.29
C: 0.0963 0.6087 -1.2438  -0.72
C: -1.1299 -2.9069 -0.3303  0.90
H: 1.0984 0.9335 2.3539  0.30
H: 1.0047 2.8666 1.1798  0.33
S: 0.1209 -2.1164 -1.2806  -0.31
C: 0.8223 -0.4135 0.8233  0.44
C: 0.8845 0.8407 1.3054  -0.26
C: 0.2574 1.9326 -0.6842  0.72
H: -0.0119 4.9276 -1.9728  0.29
O: 0.0120 2.9410 -1.5521  -0.40
C: 0.5775 2.0098 0.6642  -0.83
H: -0.2556 4.8461 -0.1831  0.24
C: 0.2613 4.3568 -1.1279  -0.79
C: 1.4322 -1.5030 1.6209  -0.35
H: 1.5732 -3.4382 1.9697  0.22
H: 1.3617 4.3427 -1.0976  0.38
O: -1.7991 -2.2356 0.4658  -0.59
C: -1.3445 -4.3366 -0.7108  -1.10
H: -0.6683 -5.0636 -0.0946  0.23
H: -0.0246 0.6073 -2.3615  0.30
N: 1.1829 -2.6910 1.3430  -0.42
C: 0.3211 -0.5204 -0.5149  0.45

SMILES = [H]/N=C/c1ccc(OC)cc1SC(C)=O
Orbital gap = 9.177 eV
Spin multiplicity = 1
E = -26966.591 eV
Energy above the lowest of the compared OMol25 structures with the same formula, charge and spin = 0.792 eV


Record 3
Entry from the OMol25 dataset: 2 unconnected molecules or ions with the total composition C8H17N2O3S in a non-equilibrium geometry (ωB97M-V with the def2-TZVPD basis set).

Last column: Mulliken charge in e.
Positions of all 31 atoms, in Å:
H: -2.5828 2.3828 -0.5238  0.28
H: 1.7405 3.8015 -1.2566  0.30
H: 0.3711 -1.1755 -1.3379  0.29
O: -0.8178 -0.0935 0.1870  -0.55
H: 1.9512 0.4960 1.3850  0.18
N: -0.3577 -2.5956 0.0597  0.19
C: 2.0668 3.4400 -0.1915  -1.20
C: 1.4314 1.4532 1.5110  -1.06
H: -5.1754 0.8667 -1.2602  0.37
O: -4.7470 1.3625 -0.5111  -0.49
H: -1.1165 -2.7833 -1.8406  0.31
S: -3.7478 0.4943 0.4207  0.68
H: 1.9516 1.9079 2.2548  0.45
H: 2.0027 4.2279 0.4769  0.35
H: -0.4750 2.9112 -1.0213  0.20
H: 0.5722 -3.6703 1.5414  0.34
H: -0.0604 -1.9155 1.9383  0.30
H: -1.0703 -3.5283 1.7534  0.38
C: -0.0254 2.1428 -0.3135  -0.59
O: -3.5949 -0.8130 -0.1488  -0.49
H: -2.2305 -2.9777 -0.7036  0.40
H: 1.2962 -1.3690 0.2089  0.43
H: -1.0884 -4.3302 -0.9508  0.38
C: -0.2409 -2.9369 1.4483  -0.87
H: 0.4061 1.1338 1.8565  0.21
C: -1.2649 -3.2928 -0.8384  -0.91
C: -1.0580 1.0907 -0.0079  0.58
N: -2.3085 1.4730 -0.1740  -0.37
H: 3.2057 3.2151 -0.1504  0.34
C: 0.4545 -1.6666 -0.3634  -0.39
C: 1.1878 2.3078 0.2436  0.97

Total charge = +1
Orbital gap = 9.494 eV
Spin multiplicity = 1
E = -28520.366 eV